No. 1
The following is a DFT calculation (ωB97M-V with the def2-TZVPD basis set) of a molecular structure, C25H24MgN3O3.

Computed properties:
LUMO energy = 3.01 eV
HOMO level = -2.59 eV
Multiplicity = 1
Total charge = -1

Last column: natural (NBO) charge in e.
Cartesian coordinates (Å):
1 Mg -0.09 1.13 0.16  1.7977
2 O -1.08 -0.72 -0.05  -0.7232
3 C -1.11 -1.02 -1.48  0.1560
4 C -1.29 -2.50 -1.59  -0.2004
5 C -1.01 -3.11 -2.74  -0.2017
6 C -0.61 -2.23 -3.87  -0.2742
7 C -0.19 -0.05 -4.16  -0.2061
8 C -0.75 0.88 -3.12  -0.2940
9 C -0.22 2.01 -2.55  0.3883
10 N -0.47 2.54 -1.30  -0.8011
11 C 0.21 3.76 -1.25  -0.0982
12 C 0.91 3.96 -2.38  -0.1594
13 N 0.70 2.84 -3.18  -0.5850
14 H -1.58 -3.04 -0.69  0.2080
15 H -1.06 -4.18 -2.85  0.1934
16 H -0.62 -2.77 -4.82  0.2004
17 H 0.11 0.32 -5.15  0.1760
18 H 0.17 4.37 -0.37  0.2044
19 H 1.57 4.77 -2.67  0.1984
20 H 0.87 2.80 -4.17  0.3961
21 C 1.34 -1.28 1.88  -0.4277
22 N 1.96 -0.35 0.94  -0.4763
23 C 3.01 0.41 1.61  -0.4214
24 C 2.48 -1.08 -0.23  -0.2336
25 C 1.41 -1.23 -1.30  -0.0800
26 C 1.67 -1.50 -2.60  -0.2434
27 C 0.72 -1.37 -3.78  -0.2468
28 C -1.44 -0.93 -3.97  -0.1689
29 C -1.72 -0.18 -2.61  -0.2385
30 C 0.19 -0.53 -1.08  -0.2371
31 H 2.08 -1.99 2.28  0.1572
32 H 0.54 -1.82 1.38  0.2272
33 H 0.91 -0.73 2.71  0.2097
34 H 3.81 -0.25 2.00  0.1532
35 H 2.59 0.97 2.44  0.2388
36 H 3.46 1.11 0.91  0.1956
37 H 2.88 -2.06 0.07  0.1801
38 H 3.31 -0.51 -0.65  0.2023
39 H 2.71 -1.68 -2.87  0.1814
40 H 1.32 -1.59 -4.66  0.1978
41 H -2.27 -0.90 -4.68  0.1968
42 H -2.77 0.08 -2.43  0.2033
43 O 0.92 2.26 3.73  -0.6812
44 C -0.05 1.76 3.17  0.7829
45 O -0.30 1.80 1.92  -0.9432
46 C -1.07 1.00 4.00  -0.1495
47 C -1.01 1.08 5.39  -0.1747
48 C -1.92 0.38 6.17  -0.2344
49 C -2.87 -0.43 5.57  -0.2217
50 C -2.93 -0.52 4.19  -0.2134
51 C -2.03 0.19 3.41  -0.1885
52 H -0.24 1.70 5.83  0.2312
53 H -1.87 0.45 7.25  0.2006
54 H -3.58 -0.98 6.18  0.1999
55 H -3.67 -1.16 3.71  0.2052
56 H -2.06 0.12 2.33  0.2417

---

No. 2
The following is a DFT calculation (ωB97M-V with the def2-TZVPD basis set) of a molecular structure, C25H24N4O3SV at a distorted geometry.

Computed properties:
LUMO energy (spin up / spin down) = 0.53 / 0.49 eV
HOMO level (spin up / spin down) = -5.69 / -7.03 eV
Multiplicity = 4
<S²> = 3.7773

Last column: Löwdin spin population.
Cartesian coordinates (Å):
1 V -0.37 -0.05 0.03  2.5217
2 O -2.20 0.22 0.11  0.0334
3 C -2.94 0.02 1.16  0.0416
4 C -4.34 0.02 1.04  -0.0037
5 C -5.17 -0.21 2.11  0.0327
6 C -4.63 -0.44 3.38  0.0025
7 C -3.27 -0.43 3.54  0.0250
8 C -2.38 -0.20 2.47  0.0164
9 C -0.98 -0.26 2.75  0.1294
10 N -0.02 -0.11 1.88  -0.0057
11 N 1.28 -0.31 2.26  0.0125
12 C 2.04 -0.47 1.21  0.0257
13 O 1.57 -0.43 0.00  0.0268
14 C 3.45 -0.84 1.43  -0.0003
15 C 4.22 -1.26 0.34  0.0034
16 C 5.54 -1.66 0.53  -0.0003
17 C 6.10 -1.64 1.80  0.0039
18 C 5.34 -1.21 2.88  -0.0004
19 C 4.03 -0.81 2.70  0.0033
20 H -4.76 0.19 0.05  -0.0008
21 H -6.24 -0.22 1.97  0.0021
22 H -5.28 -0.64 4.22  -0.0006
23 H -2.84 -0.61 4.52  0.0006
24 H -0.67 -0.50 3.77  0.0065
25 H 3.77 -1.27 -0.64  0.0001
26 H 6.13 -2.00 -0.32  -0.0001
27 H 7.13 -1.95 1.94  0.0003
28 H 5.78 -1.19 3.87  -0.0001
29 H 3.42 -0.49 3.53  0.0003
30 C -1.26 5.29 -0.33  0.0011
31 N -0.49 4.06 -0.26  0.0122
32 C 0.82 3.94 0.12  -0.0011
33 C 1.09 2.60 0.13  0.0131
34 N -0.04 1.91 -0.23  0.0162
35 C -0.97 2.82 -0.44  0.0296
36 H -0.59 6.14 -0.26  0.0000
37 H -1.99 5.34 0.49  0.0004
38 H -1.80 5.34 -1.28  0.0003
39 H 1.44 4.79 0.35  -0.0003
40 H 2.02 2.11 0.35  0.0006
41 H -1.99 2.60 -0.73  0.0017
42 C 0.81 -2.89 -1.78  0.0072
43 S 0.64 -2.79 0.03  0.0060
44 O -0.72 -2.17 0.20  0.0311
45 C 0.36 -4.56 0.29  -0.0004
46 C -0.92 -5.08 0.42  0.0002
47 C -1.07 -6.43 0.70  0.0001
48 C 0.05 -7.24 0.84  0.0000
49 C 1.32 -6.71 0.72  0.0001
50 C 1.48 -5.36 0.45  0.0000
51 H -0.07 -3.40 -2.15  0.0000
52 H 1.73 -3.42 -2.04  0.0003
53 H 0.85 -1.86 -2.12  0.0052
54 H -1.77 -4.42 0.33  0.0001
55 H -2.06 -6.85 0.81  0.0000
56 H -0.08 -8.30 1.05  0.0000
57 H 2.19 -7.34 0.84  0.0000
58 H 2.47 -4.91 0.38  0.0000

---

No. 3
The following is a DFT calculation (ωB97M-V with the def2-TZVPD basis set) of a molecular structure, C25H25BrN13OPPt at a distorted geometry.

Computed properties:
LUMO energy = -6.78 eV
HOMO level = -13.56 eV
Multiplicity = 1
Total charge = +2

Last column: natural (NBO) charge in e.
Cartesian coordinates (Å):
1 Pt 0.87 -0.42 0.18  1.3091
2 Br 5.76 3.03 -4.07  0.1407
3 C 4.82 1.99 -2.81  -0.1612
4 C 5.29 0.69 -2.49  -0.1124
5 C 4.65 -0.09 -1.57  -0.2756
6 C 3.47 0.36 -0.95  0.4155
7 O 2.91 -0.41 -0.04  -0.7156
8 C 3.00 1.67 -1.27  -0.2930
9 C 1.97 2.25 -0.50  0.2318
10 N 1.04 1.61 0.16  -0.5438
11 C 0.49 2.17 1.37  0.1682
12 C 0.09 3.46 1.57  -0.2065
13 C -0.27 3.88 2.87  -0.1711
14 C -0.19 3.02 3.94  -0.1537
15 C 0.22 1.68 3.75  -0.0842
16 C 0.37 0.72 4.78  -0.0533
17 C 0.79 -0.54 4.49  -0.2518
18 C 1.02 -0.91 3.15  0.1260
19 N 0.87 -0.04 2.17  -0.4172
20 C 0.52 1.27 2.44  0.1183
21 C 3.72 2.48 -2.19  -0.1023
22 H 6.19 0.33 -2.97  0.2536
23 H 5.02 -1.07 -1.31  0.2536
24 H 2.00 3.33 -0.37  0.2231
25 H 0.07 4.17 0.75  0.2432
26 H -0.59 4.90 3.02  0.2546
27 H -0.44 3.36 4.94  0.2512
28 H 0.16 1.01 5.80  0.2543
29 H 0.94 -1.28 5.26  0.2665
30 H 1.30 -1.91 2.86  0.2602
31 H 3.37 3.48 -2.40  0.2304
32 N 0.57 -2.34 -4.73  -0.5683
33 N 0.67 -1.43 -3.74  0.2265
34 N 0.43 -0.15 -3.97  -0.2207
35 C 0.42 0.36 -2.76  0.1679
36 N 0.65 -0.60 -1.84  -0.3417
37 N 0.83 -1.75 -2.50  -0.0288
38 H 0.84 -1.92 -5.62  0.4181
39 H 1.00 -3.23 -4.50  0.4388
40 H 0.23 1.39 -2.54  0.2456
41 C -4.22 0.36 1.17  -0.0822
42 N -3.68 -0.90 1.68  -0.4345
43 C -4.07 -1.99 0.79  -0.0829
44 N -3.66 -1.77 -0.60  -0.4322
45 C -4.20 -0.49 -1.06  -0.0825
46 N -3.82 0.64 -0.21  -0.4331
47 C -2.41 0.94 -0.32  -0.5380
48 P -1.45 -0.53 0.25  1.1099
49 C -2.24 -0.85 1.89  -0.5353
50 C -2.22 -1.86 -0.77  -0.5279
51 H -3.90 1.18 1.81  0.2062
52 H -5.31 0.30 1.21  0.2337
53 H -5.16 -2.07 0.81  0.2326
54 H -3.65 -2.93 1.15  0.2152
55 H -5.29 -0.57 -1.06  0.2336
56 H -3.88 -0.31 -2.09  0.2088
57 H -2.16 1.81 0.29  0.2419
58 H -2.15 1.17 -1.36  0.2349
59 H -1.99 -0.06 2.59  0.2362
60 H -1.88 -1.80 2.28  0.2529
61 H -1.86 -2.84 -0.43  0.2591
62 H -1.95 -1.75 -1.82  0.2368
63 N 1.05 -5.20 -2.79  -0.3965
64 C 1.29 -4.87 -1.72  0.4339
65 N 1.67 -4.42 -0.51  -0.5557
66 C 1.24 -3.32 -0.10  0.7006
67 N 0.82 -2.41 0.55  -0.7314